[1]
This record from the Open Molecules 2025 dataset describes a 2-piece molecular cluster, C2H5NO2 overall. The level of theory is wB97M-V/def2-TZVPD.

Computed properties:
total charge: 0
energy: -284.40832 Eh
gap between HOMO and LUMO: 0.3980 Ha
LUMO energy: 0.9 eV
structure (SMILES): NC=O.C=O

Each line ends with the natural charge from an NBO analysis.
Atoms and positions in Å:
O1 -2.09839 -0.45733 -0.73623  -0.5034
C1 -2.07344 0.46319 0.03120  0.2737
H1 -1.32656 1.26771 -0.07292  0.1308
H2 -2.77908 0.54561 0.87824  0.0969
C2 1.55647 0.33085 -0.03199  0.5313
N1 1.35117 -1.03039 0.01791  -0.8642
O2 0.96692 1.07673 -0.77397  -0.5744
H3 2.35484 0.70944 0.62665  0.1100
H4 1.09929 -1.48218 0.88024  0.3978
H5 0.94878 -1.42362 -0.81914  0.4016

---

[2]
This record from the Open Molecules 2025 dataset describes a 2-piece molecular cluster, C2H5NO2 overall at a distorted geometry. The level of theory is wB97M-V/def2-TZVPD.

Computed properties:
total charge: 0
energy: -284.29327 Eh
gap between HOMO and LUMO: 0.3917 Ha
LUMO energy: 0.3 eV
structure (SMILES): O=NO.C=C

Each line ends with the natural charge from an NBO analysis.
Atoms and positions in Å:
C1 0.67377 -0.20964 -0.37626  -0.4364
C2 0.47944 0.81139 0.42546  -0.3688
N1 -2.77520 0.46314 -0.18006  0.3376
O1 -2.24324 -0.72149 -0.60492  -0.5350
O2 -3.66700 0.36171 0.60832  -0.2844
H1 -1.48953 -0.48130 -1.04106  0.4808
H2 1.50937 -0.02572 -1.17462  0.2052
H3 0.07770 -1.13677 -0.36450  0.2012
H4 -0.15937 0.67914 1.26451  0.1937
H5 0.99722 1.77449 0.32222  0.2061

---

[3]
This record from the Open Molecules 2025 dataset describes one molecule with the formula C2H5NO2 at a distorted geometry. The level of theory is wB97M-V/def2-TZVPD.

Computed properties:
total charge: 0
energy: -284.29943 Eh
gap between HOMO and LUMO: 0.3701 Ha
LUMO energy: 0.8 eV
structure (SMILES): CONC=O

Each line ends with the natural charge from an NBO analysis.
Atoms and positions in Å:
C1 0.38769 -1.18394 -0.98457  -0.2961
C2 -0.15143 1.52744 0.86920  0.5130
H1 -0.11985 -1.51929 -1.85886  0.2106
H2 0.79633 -1.81168 -0.07295  0.2099
H3 1.22594 -0.52603 -1.33609  0.2006
H4 -1.15044 -0.32130 1.44519  0.3515
H5 -0.28024 1.54712 2.00689  0.0864
N1 -0.58537 0.26513 0.56595  -0.3536
O1 -0.55232 -0.07372 -0.70763  -0.3655
O2 0.42970 2.09627 0.07288  -0.5569

---

[4]
This record from the Open Molecules 2025 dataset describes a 2-piece molecular cluster, C2H5NO2 overall at a distorted geometry. The level of theory is wB97M-V/def2-TZVPD.

Computed properties:
total charge: 0
energy: -284.23170 Eh
gap between HOMO and LUMO: 0.3588 Ha
LUMO energy: 0.0 eV

Each line ends with the natural charge from an NBO analysis.
Atoms and positions in Å:
C1 -0.21522 -0.01999 0.33839  0.7239
C2 1.13905 -0.58138 0.40734  -0.6943
N1 -1.39448 -0.63550 0.03442  -0.3517
O1 -1.24126 0.28757 1.16569  -0.3176
O2 0.06667 1.62681 -1.08316  -0.9171
H1 1.33702 -1.04474 1.28253  0.2422
H2 1.95480 0.10005 0.07497  0.2814
H3 1.07524 -1.32329 -0.30805  0.2452
H4 -1.90625 -0.22205 -0.74902  0.3713
H5 -0.81556 1.81252 -1.16312  0.4167

---

[5]
This record from the Open Molecules 2025 dataset describes one molecule with the formula C2H5NO2S at a distorted geometry. The level of theory is wB97M-V/def2-TZVPD.

Computed properties:
total charge: 0
energy: -682.53417 Eh
gap between HOMO and LUMO (spin up / spin down): 0.2577 / 0.2577 Ha
LUMO energy (spin up / spin down): 0.3 / 0.3 eV

Each line ends with the natural charge from an NBO analysis.
Atoms and positions in Å:
C1 0.09620 0.07513 -0.02919  0.6682
C2 1.43337 0.77319 0.15905  -0.6886
N1 -0.64517 0.45935 -1.13393  -0.8171
O1 -0.13298 -0.91699 0.68509  -0.6089
O2 -2.54788 -2.30980 0.85966  -0.9350
S1 -1.12718 -2.13177 1.36561  0.8224
H1 1.41734 1.24111 1.13513  0.2446
H2 2.32476 0.07766 0.21738  0.2554
H3 1.47377 1.41540 -0.70047  0.2198
H4 -1.50217 -0.13214 -1.11416  0.4182
H5 -0.79006 1.44885 -1.44416  0.4210

---

[6]
This record from the Open Molecules 2025 dataset describes one molecule with the formula C2H5NO2S at a distorted geometry. The level of theory is wB97M-V/def2-TZVPD.

Computed properties:
total charge: 0
energy: -682.43577 Eh
gap between HOMO and LUMO: 0.3221 Ha
LUMO energy: -0.3 eV
structure (SMILES): COC(=S)NO

Each line ends with the natural charge from an NBO analysis.
Atoms and positions in Å:
C1 -0.63855 0.05190 1.97329  -0.2870
C2 -0.17807 0.01345 -0.30852  0.2528
H1 0.11072 0.67008 2.54264  0.2065
H2 -0.23802 -1.13831 2.04225  0.2083
H3 -1.90645 -0.05710 2.11829  0.2077
H4 1.08256 -1.76944 -0.84156  0.4173
H5 2.29575 0.32223 0.05101  0.4645
N1 0.68902 -1.12068 -0.05258  -0.3941
O1 -0.84570 0.59469 0.76921  -0.4990
O2 1.91247 -0.49684 0.74132  -0.5831
S1 -0.61263 0.54014 -1.72609  0.0061

---

[7]
This record from the Open Molecules 2025 dataset describes one molecule with the formula C2H5NO2S at a distorted geometry. The level of theory is wB97M-V/def2-TZVPD.

Computed properties:
total charge: 0
energy: -682.54861 Eh
gap between HOMO and LUMO: 0.3343 Ha
LUMO energy: 0.4 eV
structure (SMILES): OCC(=S)NO

Each line ends with the natural charge from an NBO analysis.
Atoms and positions in Å:
C1 -0.41782 -1.27290 0.14428  -0.1414
C2 0.41852 0.03615 0.04962  0.0609
H1 -2.21235 -0.82474 0.53119  0.4681
H2 -0.36042 -1.68901 1.14352  0.1988
H3 0.07215 -1.98559 -0.55579  0.2264
H4 0.26446 2.02447 -0.33787  0.3992
H5 -2.04826 0.81557 -0.37390  0.4858
N1 -0.26366 1.13450 -0.18009  -0.2932
O1 -1.77990 -1.18580 -0.24925  -0.7121
O2 -1.56461 1.41801 0.21253  -0.5378
S1 2.05512 -0.04497 -0.00101  -0.1546

---

[8]
This record from the Open Molecules 2025 dataset describes one molecule with the formula C2H5NO2S at a distorted geometry. The level of theory is wB97M-V/def2-TZVPD.

Computed properties:
total charge: 0
energy: -682.49745 Eh
gap between HOMO and LUMO: 0.3947 Ha
LUMO energy: 0.6 eV
structure (SMILES): C[C@@H]1O[S@]1(=N)=O

Each line ends with the natural charge from an NBO analysis.
Atoms and positions in Å:
C1 -0.14849 -0.54473 -0.12145  -0.1516
C2 1.15506 0.16539 -0.43393  -0.6328
N1 -2.92516 -0.71096 0.54318  -1.1022
O1 -1.06327 -0.74076 -1.19848  -0.6556
O2 -1.81502 1.45776 -0.23909  -0.9112
S1 -1.77599 0.08836 -0.05237  2.2008
H1 -0.10362 -1.35631 0.50686  0.1858
H2 1.52891 0.62207 0.47307  0.2304
H3 0.85942 0.94096 -0.98180  0.2252
H4 1.81201 -0.45275 -0.95894  0.2269
H5 -3.28619 -0.17618 1.33666  0.3843

---

[9]
This record from the Open Molecules 2025 dataset describes one molecule with the formula C2H5NO2S2 at a distorted geometry. The level of theory is wB97M-V/def2-TZVPD.

Computed properties:
total charge: 0
energy: -1080.81688 Eh
gap between HOMO and LUMO: 0.3584 Ha
LUMO energy: 0.4 eV
structure (SMILES): NC(S)(S)C(=O)O

Each line ends with the natural charge from an NBO analysis.
Atoms and positions in Å:
C1 -1.11651 0.91370 -0.45982  0.7507
C2 0.13746 0.07580 -0.16695  -0.2309
N1 0.09368 -0.69055 1.09213  -0.8692
O1 -1.08273 1.81483 -1.22735  -0.5640
O2 -2.22410 0.40152 0.09025  -0.6586
S1 1.64249 1.09380 -0.14311  -0.0329
S2 0.31794 -1.08350 -1.59468  -0.0090
H1 0.58188 -1.58059 1.05180  0.3931
H2 -1.88814 -0.41875 0.58628  0.5080
H3 0.51146 -0.15449 1.84354  0.3899
H4 1.41077 1.95262 -1.20785  0.1689
H5 0.99505 -0.22984 -2.40207  0.1541

---

[10]
This record from the Open Molecules 2025 dataset describes a 2-piece molecular cluster, C2H5NO3 overall at a distorted geometry. The level of theory is wB97M-V/def2-TZVPD.

Computed properties:
total charge: 0
energy: -359.70536 Eh
gap between HOMO and LUMO: 0.4204 Ha
LUMO energy: 0.9 eV
structure (SMILES): NC=O.O=CO

Each line ends with the natural charge from an NBO analysis.
Atoms and positions in Å:
C1 1.88474 0.68101 0.29712  0.6438
C2 -0.98200 -0.50132 -0.62252  0.5698
N1 -2.13950 -0.03607 -0.08006  -0.8062
O1 0.80468 1.20740 0.54550  -0.6227
O2 2.12461 -0.64062 0.33881  -0.6845
O3 -0.35874 -1.46369 -0.20084  -0.6650
H1 1.24472 -1.09579 0.32294  0.5187
H2 -2.43100 0.91587 -0.26011  0.4019
H3 -2.39183 -0.41616 0.82413  0.4006
H4 2.83946 1.22995 0.31737  0.1171
H5 -0.59514 0.11942 -1.48233  0.1265